This record from the OMol25 dataset describes C36H38BCrF4N7S2Se as an isolated structure. The level of theory is wB97M-V/def2-TZVPD.

Computed properties:
2S+1   2
Charge   -1
Energy relative to the best compared isomer or geometry (same formula, charge and spin)   0.00 kJ/mol
HOMO (spin up / spin down)   -4.26 / -4.22 eV
Orbital gap (spin up / spin down)   5.98 / 5.91 eV
⟨S²⟩   0.7998

```
90
Properties=species:S:1:pos:R:3:lowdin_spin:R:1
Cr 0.886 -0.381 0.976 1.126
C 4.024 0.797 4.297 -0.001
C 2.971 0.804 3.214 -0.010
S 2.464 -0.763 2.652 -0.047
C 2.390 1.930 2.747 -0.009
C 2.721 3.320 3.222 -0.001
S 1.148 1.835 1.524 -0.055
H 4.585 -0.136 4.264 0.000
H 3.568 0.870 5.289 0.000
H 4.731 1.621 4.193 0.000
H 3.619 3.342 3.840 0.000
H 1.899 3.740 3.810 0.000
H 2.875 3.986 2.370 0.000
C -1.029 1.146 -4.434 0.000
C -1.122 2.601 -4.065 0.000
C -0.994 3.579 -5.050 0.000
C -1.151 4.927 -4.773 0.000
C -1.443 5.329 -3.477 0.000
C -1.541 4.381 -2.474 0.000
C -1.375 3.025 -2.754 0.000
N -1.511 2.095 -1.699 0.002
C -0.491 1.286 -1.211 0.006
N 0.701 1.483 -1.808 0.004
C 1.927 0.783 -1.687 0.001
C 2.150 -0.121 -0.652 -0.026
C 3.400 -0.758 -0.675 0.000
C 4.368 -0.485 -1.625 -0.001
C 4.117 0.465 -2.606 0.004
C 2.895 1.115 -2.653 -0.001
C 2.654 2.180 -3.694 0.000
N -0.717 0.439 -0.251 0.003
C -2.078 0.376 0.205 0.000
C -2.384 0.992 1.420 -0.001
C -3.646 0.880 1.977 0.000
C -4.625 0.151 1.314 0.000
C -4.331 -0.426 0.091 0.000
C -3.070 -0.316 -0.495 -0.001
C -2.840 -0.923 -1.848 0.000
H -1.462 0.986 -5.422 0.000
H -1.561 0.523 -3.719 0.000
H 0.003 0.793 -4.460 0.000
H -0.792 3.261 -6.067 0.000
H -1.055 5.658 -5.565 0.000
H -1.577 6.377 -3.243 0.000
H -1.732 4.680 -1.451 0.000
H -2.219 2.299 -1.009 0.000
H 0.718 2.266 -2.439 0.000
H 3.629 -1.471 0.108 -0.001
H 5.326 -0.991 -1.589 0.000
H 4.878 0.718 -3.337 0.000
H 3.559 2.340 -4.278 0.000
H 2.388 3.144 -3.247 0.000
H 1.856 1.917 -4.395 0.000
H -1.593 1.523 1.936 -0.001
H -3.853 1.341 2.935 0.000
H -5.609 0.030 1.749 0.000
H -5.088 -1.002 -0.429 0.000
H -3.326 -1.895 -1.915 0.000
H -1.782 -1.075 -2.046 0.000
H -3.260 -0.270 -2.619 0.000
F -3.544 -4.488 -0.567 0.000
B -2.266 -4.870 -1.014 0.000
F -1.637 -5.665 -0.036 0.000
F -2.349 -5.575 -2.224 0.000
F -1.495 -3.698 -1.214 0.000
C 1.268 -5.237 -1.721 0.000
N 1.310 -4.311 -0.611 0.003
C 1.476 -4.629 0.718 0.001
C 1.353 -3.465 1.402 0.001
N 1.102 -2.440 0.513 -0.002
C 1.108 -2.991 -0.682 0.007
H 0.574 -6.043 -1.492 0.000
H 2.261 -5.639 -1.927 0.000
H 0.898 -4.712 -2.598 0.000
H 1.617 -5.643 1.048 0.000
H 1.411 -3.291 2.462 0.000
H 0.906 -2.476 -1.604 0.000
Se -1.809 -2.584 1.875 0.000
N -0.725 -1.200 2.285 -0.002
C -0.933 -0.909 3.568 0.000
C -0.326 0.168 4.292 0.000
C -0.661 0.348 5.593 0.001
C -1.598 -0.504 6.265 0.000
C -2.206 -1.523 5.616 0.000
C -1.897 -1.743 4.236 0.000
N -2.458 -2.685 3.501 0.000
H 0.378 0.814 3.791 0.000
H -0.205 1.160 6.147 0.000
H -1.820 -0.318 7.308 0.000
H -2.925 -2.173 6.097 0.000
```

---

This record from the OMol25 dataset describes C3H4N2O3 as an isolated structure. The level of theory is wB97M-V/def2-TZVPD.

Computed properties:
Charge   0
Energy relative to the best compared isomer or geometry (same formula, charge and spin)   394.44 kJ/mol
HOMO   -8.24 eV
Orbital gap   8.29 eV

```
12
Properties=species:S:1:pos:R:3:mulliken_charge:R:1
C -1.333 0.069 -0.102 0.375
C 0.612 0.791 -0.043 0.309
C 0.701 -0.512 -0.154 0.166
H -2.808 1.116 0.270 0.413
H 2.364 1.457 -0.110 0.358
H 2.060 -1.599 0.719 0.356
H -0.836 -2.094 0.432 0.359
N -0.736 1.122 -0.300 -0.434
N -0.479 -1.107 -0.321 -0.285
O -2.781 0.076 -0.086 -0.531
O 1.439 1.923 -0.093 -0.520
O 1.796 -1.242 -0.211 -0.564
```

---

This record from the OMol25 dataset describes a 2-piece molecular cluster, C6H9BrSSi overall. The level of theory is wB97M-V/def2-TZVPD.

Computed properties:
Charge   0
Energy relative to the best compared isomer or geometry (same formula, charge and spin)   433.64 kJ/mol
HOMO   -5.83 eV
Orbital gap   2.82 eV

```
18
Properties=species:S:1:pos:R:3:mulliken_charge:R:1
C -2.720 -1.147 -1.196 -0.600
C -1.864 -0.087 -0.993 -0.202
C -2.300 -2.231 -0.542 -0.282
C -0.761 -0.405 -0.296 0.403
C 1.954 -0.339 1.503 -0.974
C 0.364 2.465 0.088 -0.835
Si 0.612 0.638 0.443 0.655
S -0.818 -2.039 0.338 -0.038
Br 6.337 -0.325 -0.430 -0.945
H -3.726 -1.123 -1.731 0.310
H -2.113 0.879 -1.539 0.202
H -2.634 -3.254 -0.603 0.390
H 2.082 -1.411 1.350 0.365
H 2.869 -0.100 0.859 0.322
H 2.003 0.009 2.531 0.345
H 1.181 3.098 -0.329 0.371
H -0.560 2.327 -0.509 0.187
H 0.095 3.046 1.057 0.326
```

---

This record from the OMol25 dataset describes a 2-piece molecular cluster, C10H21N4O4S overall. The level of theory is wB97M-V/def2-TZVPD.

Computed properties:
Charge   +1
Energy relative to the best compared isomer or geometry (same formula, charge and spin)   324.84 kJ/mol
HOMO   -12.23 eV
Orbital gap   8.55 eV

```
40
Properties=species:S:1:pos:R:3:mulliken_charge:R:1
C 1.381 3.104 3.826 -0.830
N 0.859 2.749 2.475 0.060
C -0.628 2.622 2.603 -0.869
C 1.267 3.700 1.445 0.522
O 2.116 4.595 1.777 -0.588
C 0.798 3.700 -0.085 -0.661
C 1.590 2.560 -0.884 -0.056
N 2.957 2.526 -1.400 -0.041
C 3.273 1.265 -2.030 -0.268
N 2.129 0.363 -2.001 -0.060
C 1.118 1.157 -1.322 0.191
N -0.226 0.576 -1.114 -0.377
H 1.222 4.204 4.122 0.326
H 0.861 2.485 4.656 0.328
H 2.505 2.884 3.937 0.263
H -1.100 3.361 3.352 0.328
H -0.824 1.573 3.057 0.306
H -1.150 2.625 1.587 0.263
H -0.343 3.548 -0.179 0.384
H 1.120 4.715 -0.533 0.283
H 3.649 3.289 -1.336 0.286
H 4.266 0.957 -2.489 0.372
H 2.061 -0.607 -2.361 0.267
H -0.357 -0.042 -1.941 0.288
H -0.877 1.388 -1.175 0.283
O 0.026 -4.151 -1.911 -0.653
S -1.409 -4.092 -2.024 1.252
O -2.085 -2.921 -2.522 -0.608
O -2.068 -4.510 -0.606 -0.264
C -1.650 -3.822 0.571 -0.343
C -2.320 -2.466 0.687 -0.719
C -1.966 -5.498 -2.944 -0.985
H -0.560 -3.729 0.602 0.313
H -1.944 -4.441 1.422 0.278
H -1.968 -1.789 -0.095 0.048
H -2.103 -2.009 1.655 0.381
H -3.403 -2.558 0.572 0.270
H -1.508 -6.395 -2.529 0.327
H -1.657 -5.365 -3.981 0.373
H -3.053 -5.552 -2.883 0.332
```

---

This record from the OMol25 dataset describes a 18-piece molecular cluster, C2H40O17S2 overall. The level of theory is wB97M-V/def2-TZVPD.

Computed properties:
Charge   0
Energy relative to the best compared isomer or geometry (same formula, charge and spin)   132.83 kJ/mol
HOMO   -9.19 eV
Orbital gap   9.33 eV

```
61
Properties=species:S:1:pos:R:3:mulliken_charge:R:1
C 0.104 -0.445 -0.489 0.420
C 0.059 -1.836 0.104 1.116
S 0.130 -3.059 -1.261 -0.029
S -0.648 -4.778 -0.600 -0.260
H -0.867 -0.163 -1.032 -0.519
H 0.892 -0.304 -1.210 0.106
H 0.268 0.273 0.294 -0.126
H -0.910 -1.967 0.759 -0.244
H 0.920 -1.987 0.819 -0.377
H -1.970 -4.640 -0.774 0.121
H -0.624 2.628 -0.668 0.419
H -0.849 3.265 -2.109 0.316
O -1.099 2.503 -1.527 -0.749
H 1.998 4.041 -1.641 0.243
H 1.113 3.232 -0.731 0.500
O 1.475 3.311 -1.609 -0.688
H 3.074 0.478 -0.501 0.441
H 4.149 0.301 0.633 0.210
O 3.271 0.152 0.490 -0.984
H -1.629 -1.016 2.471 0.309
H -3.097 -1.340 2.753 0.371
O -2.204 -1.744 2.566 -0.752
H 2.404 -2.706 2.306 0.393
H 1.141 -3.225 3.057 0.306
O 1.796 -2.553 3.105 -0.714
H -0.023 0.676 2.344 0.391
H -0.950 1.549 3.224 0.250
O -0.902 1.187 2.353 -0.751
H -0.924 1.246 -2.702 0.476
H -1.706 -0.020 -3.001 0.377
O -0.956 0.488 -3.329 -0.749
H 2.475 2.040 2.692 0.328
H 2.834 1.621 1.250 0.492
O 2.596 2.385 1.834 -0.790
H -3.548 -0.990 0.602 0.537
H -2.807 -2.354 0.781 0.299
O -3.443 -1.896 0.168 -0.794
H -2.441 0.772 1.675 0.462
H -3.534 0.934 0.631 0.509
O -3.335 0.459 1.445 -0.840
H 0.644 -0.033 -3.592 0.406
H 1.511 -1.281 -3.805 0.285
O 1.560 -0.338 -3.608 -0.740
H -3.773 -1.084 -2.698 0.247
H -3.079 -1.263 -1.368 0.347
O -3.075 -0.725 -2.206 -0.655
H 1.509 -0.918 2.945 0.455
H 2.055 0.034 1.762 0.347
O 1.474 0.034 2.517 -0.717
H -0.350 2.399 1.260 0.366
H 1.122 2.846 1.105 0.419
O 0.239 2.999 0.764 -0.949
H 2.515 0.530 -2.562 0.375
H 2.428 1.905 -1.801 0.439
O 2.971 1.096 -1.842 -0.770
H 3.143 -3.028 0.072 0.321
H 3.294 -1.587 0.662 0.454
O 3.294 -2.504 0.873 -0.723
H -2.725 2.029 -1.150 0.526
H -3.454 0.773 -1.535 0.458
O -3.538 1.598 -0.964 -0.919
```

---

This record from the OMol25 dataset describes C4H2O2 as an isolated structure. The level of theory is wB97M-V/def2-TZVPD.

Computed properties:
Charge   0
Energy relative to the best compared isomer or geometry (same formula, charge and spin)   196.10 kJ/mol
HOMO   -11.10 eV
Orbital gap   10.41 eV

```
8
Properties=species:S:1:pos:R:3:mulliken_charge:R:1
O 0.673 -0.097 1.679 -0.439
C 1.286 0.247 0.703 0.223
C 0.801 1.159 -0.487 -0.321
C -0.141 0.409 -0.755 0.321
C -1.342 -0.368 -0.603 -0.030
O -2.200 -0.429 -1.443 -0.427
H 2.312 -0.070 0.509 0.356
H -1.390 -0.850 0.397 0.317
```

---

This record from the OMol25 dataset describes C28H48Al2BBrCl6F5N2O8PS6 as an isolated structure. The level of theory is wB97M-V/def2-TZVPD.

Computed properties:
Charge   +2
HOMO   -13.38 eV
Orbital gap   2.66 eV

```
108
Properties=species:S:1:pos:R:3:mulliken_charge:R:1
C -0.586 -3.231 4.901 -0.922
C -1.101 -3.743 3.394 -0.360
O -1.784 -2.661 2.670 -0.363
C -1.593 -2.750 1.214 -0.011
C -1.527 -1.224 0.619 -1.751
C -0.016 -0.793 0.052 1.051
P 0.181 -1.967 -1.437 0.572
S 1.990 -2.139 -2.130 -0.251
C 0.893 -0.981 1.399 0.109
S 2.276 -2.240 1.454 1.218
O 2.721 -2.334 2.966 -0.568
O 1.900 -3.652 0.945 -0.577
F 3.626 -1.527 0.634 -0.022
C 1.542 0.530 1.704 0.073
O 2.698 0.785 2.324 -0.499
O 0.538 1.408 1.083 -0.217
C -0.066 0.832 -0.164 0.320
C 0.683 1.524 -1.446 -1.964
C 2.303 1.290 -1.520 0.278
C 3.216 2.593 -1.127 -0.015
S 4.764 1.889 -0.255 0.243
C 6.129 1.558 -1.494 -0.244
S 7.373 2.749 -1.611 0.265
N 6.274 0.342 -2.382 0.476
C 5.712 0.553 -3.770 -0.335
C 5.421 -0.936 -4.449 -0.231
O 6.489 -1.883 -3.995 -0.415
C 6.115 -2.295 -2.626 1.058
C 5.740 -0.922 -1.746 -0.145
N -1.512 1.333 -0.357 -0.139
C -1.681 2.539 0.321 0.173
S -1.968 4.236 0.535 0.061
H 0.504 -3.688 5.072 0.323
H -0.436 -2.058 4.931 0.255
H -1.250 -3.651 5.768 0.324
H -0.146 -4.170 2.871 0.349
H -1.870 -4.614 3.575 0.309
H -2.588 -3.245 0.780 0.454
H -0.713 -3.451 0.893 -0.042
H -1.873 -0.506 1.507 0.382
H -2.320 -1.178 -0.272 0.566
H -0.616 -1.384 -2.525 0.252
H -0.333 -3.299 -1.248 -0.095
H 0.352 -1.175 2.445 0.005
H 0.519 2.705 -1.386 0.986
H 0.143 1.185 -2.434 0.554
H 2.684 0.375 -0.855 -0.718
H 2.541 0.958 -2.642 0.331
H 3.638 3.027 -2.156 0.473
H 2.668 3.410 -0.487 0.190
H 4.764 1.247 -3.756 0.161
H 6.555 1.055 -4.426 0.413
H 5.555 -0.812 -5.612 0.386
H 4.337 -1.321 -4.203 -0.027
H 6.996 -2.838 -2.069 -0.313
H 5.183 -3.035 -2.706 -0.414
H 4.566 -0.857 -1.770 -0.314
H 6.066 -1.092 -0.635 0.383
Al -1.540 -5.291 0.435 0.722
C 7.759 -6.305 -2.001 0.282
Cl 7.349 -7.619 -0.870 -0.088
Cl 8.347 -4.895 -1.085 -0.058
Cl 9.031 -6.860 -3.119 -0.062
Cl 6.310 -5.848 -2.931 -0.101
C -5.257 -2.407 4.513 -0.754
C -6.202 -2.108 5.675 -0.742
C -5.422 -2.332 6.970 -0.672
S -3.707 -2.017 6.581 1.224
O -2.970 -3.256 6.715 -0.714
O -3.289 -0.791 7.230 -0.702
C -3.955 -1.693 4.846 1.179
H -5.668 -2.068 3.558 0.425
H -5.086 -3.488 4.444 0.347
H -6.531 -1.063 5.619 0.322
H -7.098 -2.737 5.640 0.354
H -5.747 -1.648 7.759 0.346
H -5.507 -3.366 7.315 0.364
H -3.104 -2.062 4.272 -1.267
H -4.056 -0.611 4.719 0.366
B 9.726 -0.665 -2.086 0.576
F 8.650 -1.038 -1.183 -0.405
F 10.875 -0.221 -1.314 -0.349
F 10.100 -1.813 -2.895 -0.406
F 9.278 0.413 -2.953 -0.394
C -6.952 6.621 -4.173 -1.171
C -7.344 6.444 -2.714 -0.383
C -6.168 6.611 -1.749 -0.787
C -5.036 5.590 -1.915 -0.342
C -5.453 4.124 -1.781 -0.286
C -6.005 3.781 -0.406 -1.028
H -6.228 5.866 -4.492 0.272
H -7.835 6.526 -4.814 0.378
H -6.517 7.611 -4.342 0.294
H -7.819 5.467 -2.576 0.235
H -8.106 7.193 -2.466 0.367
H -6.548 6.570 -0.722 0.304
H -5.747 7.617 -1.873 0.395
H -4.262 5.810 -1.167 0.079
H -4.556 5.732 -2.891 0.334
H -4.575 3.494 -1.970 0.236
H -6.188 3.862 -2.548 0.293
H -5.268 3.991 0.374 0.161
H -6.256 2.716 -0.356 0.310
H -6.916 4.345 -0.183 0.360
Cl 1.267 3.367 0.014 -0.394
Br -0.083 2.446 -3.731 0.069
Cl -3.930 -0.038 -0.120 -0.292
Al 2.562 -4.434 -3.617 0.759
```

---

This record from the OMol25 dataset describes C24H26N6O7SZr as an isolated structure. The level of theory is wB97M-V/def2-TZVPD.

Computed properties:
Charge   +2
Energy relative to the best compared isomer or geometry (same formula, charge and spin)   104.65 kJ/mol
HOMO   -13.35 eV
Orbital gap   6.80 eV

```
65
Properties=species:S:1:pos:R:3:mulliken_charge:R:1
Zr 0.124 0.055 -0.202 -0.402
O 0.133 4.006 1.074 -0.427
C -0.365 2.930 0.574 0.639
O 0.217 2.227 -0.266 -0.464
C -1.755 2.604 1.052 -0.517
O -2.090 1.271 0.705 -0.384
C -2.313 0.372 1.827 -0.468
C -1.012 -0.389 2.011 0.883
O -0.933 -1.585 2.147 -0.549
O 0.057 0.381 1.761 -0.442
H 1.019 4.196 0.713 0.431
H -2.438 3.290 0.551 0.416
H -1.819 2.788 2.122 0.411
H -3.103 -0.313 1.552 0.375
H -2.593 0.922 2.724 0.402
C 1.416 -5.493 0.300 -1.330
C 0.138 -4.844 -0.082 0.968
N -0.969 -5.431 -0.398 -0.772
N -1.832 -4.401 -0.685 0.232
C -1.292 -3.201 -0.574 0.334
S -1.960 -1.673 -0.877 -0.492
N -0.032 -3.467 -0.195 0.059
N 0.865 -2.440 0.115 -0.426
H 1.252 -6.564 0.382 0.362
H 1.777 -5.120 1.261 0.364
H 2.182 -5.315 -0.459 0.280
H -2.781 -4.607 -0.956 0.190
H 0.894 -2.360 1.131 0.539
H 1.793 -2.685 -0.217 0.419
C 4.974 1.140 -3.391 -0.719
C 3.609 1.496 -3.450 -0.853
C 2.756 1.157 -2.437 -0.031
C 3.197 0.442 -1.290 0.723
C 2.324 0.024 -0.214 0.921
C 2.922 -0.520 0.914 -0.426
C 4.312 -0.723 1.019 -1.222
C 5.119 -0.430 -0.039 -0.886
C 4.587 0.155 -1.213 0.893
C 5.449 0.497 -2.288 -0.925
H 5.639 1.402 -4.204 0.449
H 3.242 2.063 -4.297 0.484
H 1.731 1.491 -2.496 0.565
H 2.327 -0.780 1.782 0.558
H 4.729 -1.122 1.936 0.462
H 6.186 -0.616 0.015 0.441
H 6.502 0.251 -2.206 0.431
O 2.500 -4.530 -3.688 -0.462
C 2.442 -3.900 -4.968 -0.602
N 1.887 -2.594 -4.759 -0.137
C 0.587 -2.301 -5.039 0.113
O -0.166 -2.983 -5.694 -0.605
C 0.065 -1.046 -4.394 0.211
C -0.819 -0.199 -5.054 -0.396
C -1.355 0.880 -4.372 -1.050
C -1.035 1.050 -3.040 -0.467
N -0.219 0.207 -2.389 0.997
C 0.329 -0.815 -3.073 -0.499
H 2.850 -5.421 -3.803 0.282
H 1.786 -4.431 -5.651 0.411
H 3.436 -3.807 -5.400 0.391
H 2.450 -1.919 -4.266 0.192
H -1.077 -0.400 -6.088 0.544
H -2.029 1.573 -4.855 0.484
H -1.453 1.866 -2.467 0.401
H 0.991 -1.477 -2.527 0.697
```

---

- Which value of charge does entry 6 give?
  0

---

- Which value of charge does entry 6 give?
  0